Density functional theory data (wB97M-V/def2-TZVPD) for 10 unconnected molecules or ions with the total composition C40H96BrCl2N2O11PS2.

Frontier orbital gap (eV): 8.26
Structure (SMILES): [H]/N=C/CP(Br)(CCCCOC=O)(CCCCN(CCCC)C(=S)SCCC)[C@@H](Cl)[C@H](C)Cl.CCO.CCO.CCO.CCO.CCO.CCO.CCO.CCO.CCO
HOMO level (eV): -8.05
Largest force on an atom (eV/Å): 1.6

Element x y z (Å)
C 2.48565 0.87058 4.01627
C 1.50277 1.20680 5.14690
C 0.57918 2.42746 4.92642
C 0.28029 2.91377 3.51964
N -0.84643 2.21870 2.83738
C -1.44075 3.04650 1.77051
C -2.95558 3.20144 2.02839
C -3.82344 2.93190 0.78982
C -5.24879 2.47922 1.15926
P -5.81486 1.07537 0.12245
Br -7.11220 2.78087 -1.24370
C -4.84519 0.85737 -1.43373
C -5.57589 0.33660 -2.63716
N -6.65631 -0.32281 -2.57310
C -7.42982 0.32158 0.52216
C -8.22851 1.13828 1.55112
C -9.40183 0.33433 2.10317
C -9.03479 -0.89390 2.91326
O -8.99436 -2.04081 2.02413
C -8.62042 -3.19376 2.58753
O -7.82124 -3.31274 3.48731
C -4.68462 -0.14002 1.14361
Cl -5.32312 -0.23158 2.81053
C -4.28200 -1.52634 0.55375
C -5.25321 -2.22533 -0.37653
Cl -3.80400 -2.70686 1.83794
C -0.54358 0.90348 2.43335
S -1.00650 -0.37331 3.32004
S 0.35636 0.69041 0.90853
C -0.45975 -0.76726 0.22856
C 0.30378 -2.07711 0.40512
C -0.09582 -3.08201 -0.66378
H 2.07111 0.10475 3.36418
H 2.81323 1.73620 3.45454
H 3.38402 0.43241 4.45645
H 0.93551 0.31945 5.41339
H 2.09505 1.42891 6.03598
H 0.96675 3.26384 5.50716
H -0.39256 2.19230 5.36756
H -0.06488 3.94280 3.60835
H 1.16758 2.94814 2.88039
H -1.31974 2.60140 0.78685
H -0.97703 4.02327 1.72397
H -3.18983 4.18980 2.42711
H -3.21502 2.48665 2.81078
H -3.87620 3.83056 0.17714
H -3.30826 2.16974 0.20401
H -5.33134 2.21669 2.20788
H -5.93264 3.30158 0.97932
H -3.91515 0.30927 -1.27433
H -4.55884 1.87647 -1.69961
H -5.11014 0.58665 -3.59335
H -6.99487 -0.56209 -3.50117
H -7.99859 0.32291 -0.40324
H -7.32876 -0.69424 0.88685
H -7.59279 1.45432 2.37857
H -8.61962 2.04145 1.08807
H -9.98005 0.99139 2.75432
H -10.07080 0.02258 1.29928
H -8.08320 -0.79176 3.42820
H -9.80532 -1.09726 3.65637
H -9.13307 -4.05100 2.14222
H -3.74549 0.39894 1.27289
H -3.33827 -1.38005 0.03964
H -5.07101 -3.29620 -0.32436
H -6.30172 -2.05762 -0.16297
H -5.04107 -1.95268 -1.40449
H -1.41971 -0.84664 0.73225
H -0.64234 -0.57103 -0.82926
H 1.37469 -1.87558 0.36701
H 0.08437 -2.47509 1.39419
H -1.17981 -3.21665 -0.67716
H 0.19060 -2.72419 -1.65193
H 0.36667 -4.05296 -0.50185
C 6.59238 3.31449 1.71435
C 5.47424 2.65903 2.50350
O 4.21408 3.26860 2.21707
H 6.64582 4.37961 1.94298
H 7.55603 2.85746 1.94608
H 6.41143 3.21301 0.64082
H 5.64313 2.77144 3.57330
H 5.42137 1.59265 2.27284
H 4.04907 3.15792 1.27532
C 6.46095 -1.67222 -0.35064
C 5.97191 -0.60781 0.61814
O 6.85061 -0.52190 1.74326
H 6.51781 -2.63796 0.15226
H 5.80405 -1.77060 -1.21676
H 7.46368 -1.42855 -0.71208
H 4.98209 -0.85695 0.99854
H 5.91099 0.37046 0.13019
H 7.72156 -0.28897 1.41202
C 4.45758 0.96514 -3.66194
C 3.86848 0.62986 -2.30662
O 4.15592 1.66042 -1.35438
H 5.53271 1.10500 -3.58727
H 4.25980 0.16812 -4.38009
H 4.03625 1.89662 -4.04941
H 4.30373 -0.28721 -1.91479
H 2.78223 0.49282 -2.37228
H 3.76677 2.47314 -1.68931
C -6.04518 -6.42986 -1.76911
C -4.63951 -6.34182 -2.33491
O -3.82733 -5.42137 -1.61241
H -6.51895 -5.44760 -1.77766
H -6.65970 -7.11992 -2.34885
H -6.02319 -6.77877 -0.73416
H -4.66244 -5.97856 -3.36128
H -4.16901 -7.33100 -2.33591
H -3.77518 -5.72471 -0.70111
C 2.83443 -4.03544 -3.55522
C 3.31846 -2.68748 -4.05328
O 4.71239 -2.51142 -3.83541
H 3.04767 -4.14591 -2.49202
H 1.76102 -4.15183 -3.70985
H 3.34676 -4.84157 -4.08502
H 2.82189 -1.87634 -3.51911
H 3.09421 -2.58195 -5.12073
H 5.16269 -3.21498 -4.31657
C 8.91360 0.46468 -5.40073
C 8.55963 1.93982 -5.35589
O 7.55808 2.22210 -4.38232
H 8.02541 -0.13180 -5.61144
H 9.66188 0.26326 -6.16836
H 9.31341 0.13371 -4.43952
H 8.14646 2.26414 -6.30965
H 9.45366 2.53937 -5.15415
H 7.90026 1.95981 -3.52281
C -1.58163 7.78900 -0.85509
C -1.52981 6.99291 0.43500
O -0.47872 6.02878 0.43352
H -1.70909 7.12139 -1.70738
H -2.40676 8.50189 -0.84263
H -0.65264 8.34451 -1.00293
H -2.45140 6.42804 0.57287
H -1.41329 7.66557 1.29123
H 0.35435 6.49622 0.32710
C 3.09847 -1.69465 7.96560
C 1.98773 -1.00670 8.73833
O 0.88736 -0.66519 7.90339
H 3.44362 -1.05643 7.15159
H 3.94505 -1.92511 8.61406
H 2.74105 -2.62863 7.52573
H 2.34206 -0.06804 9.16203
H 1.64754 -1.64245 9.56352
H 0.54049 -1.47561 7.52010
C 5.31978 -3.15006 -9.00090
C 4.54150 -3.63610 -7.79369
O 5.22517 -3.36901 -6.57028
H 6.30357 -3.61827 -9.03073
H 4.79222 -3.38388 -9.92613
H 5.46665 -2.06850 -8.95571
H 4.40840 -4.71589 -7.83138
H 3.54876 -3.17328 -7.76903
H 5.34693 -2.41696 -6.49622

Force components x, y, z for each atom (eV/Å):
C 0.010 -0.388 0.590
C 0.466 0.324 -0.058
C -0.387 -0.640 0.191
C -0.204 0.268 0.135
N 0.952 0.277 -0.699
C -0.848 0.188 0.194
C -0.063 -0.156 -0.031
C 0.169 -0.055 0.434
C -0.206 0.777 -0.533
P 0.879 -0.913 0.922
Br -0.404 0.569 -0.450
C -0.275 0.473 -0.296
C -0.578 -0.379 -0.120
N 0.457 0.177 0.167
C -0.564 0.443 -0.120
C 0.054 -0.035 0.037
C 0.022 0.054 0.103
C 0.123 0.087 -0.064
O -0.473 -0.080 0.119
C 1.062 -0.207 0.901
O -0.862 0.210 -0.583
C 0.234 -0.191 -0.152
Cl -0.206 -0.248 0.067
C -0.275 -0.005 0.384
C 0.189 -0.452 -0.154
Cl 0.161 0.146 0.125
C -0.312 -0.246 0.289
S -0.080 -0.022 0.085
S -0.256 0.350 -0.005
C 0.152 -0.403 0.055
C 0.003 0.021 -0.071
C -0.146 0.080 -0.003
H -0.038 0.166 -0.327
H -0.022 0.113 -0.213
H 0.058 -0.051 -0.037
H -0.139 0.019 -0.087
H -0.057 -0.015 0.103
H 0.135 0.142 -0.176
H -0.025 0.084 0.101
H 0.009 0.046 0.001
H 0.102 -0.092 -0.026
H 0.227 -0.142 -0.036
H 0.291 0.085 0.031
H 0.015 0.045 0.082
H -0.027 -0.077 0.013
H -0.009 -0.060 -0.227
H 0.032 -0.014 -0.115
H 0.137 -0.305 0.028
H -0.095 -0.039 0.096
H -0.052 -0.208 0.094
H 0.090 0.036 0.086
H 0.114 0.040 -0.001
H 0.002 0.009 -0.069
H 0.090 -0.244 -0.111
H 0.357 -0.047 -0.025
H -0.001 -0.048 0.088
H 0.096 0.064 -0.113
H -0.049 0.045 0.010
H -0.046 0.027 -0.056
H 0.107 0.010 -0.035
H -0.020 -0.085 0.036
H 0.051 -0.010 -0.348
H 0.055 0.029 0.048
H 0.007 0.108 -0.205
H -0.020 -0.038 -0.032
H -0.065 0.138 0.058
H -0.204 0.190 -0.095
H -0.130 0.061 0.013
H 0.123 0.117 -0.083
H 0.082 -0.054 -0.039
H 0.068 0.044 0.107
H -0.027 -0.109 0.038
H 0.080 -0.008 -0.132
H 0.019 -0.071 0.000
C -0.015 0.033 0.010
C -0.094 -0.027 -0.341
O 0.045 0.166 0.116
H 0.024 -0.001 0.029
H -0.003 -0.016 -0.004
H 0.024 -0.060 -0.002
H -0.099 0.013 0.030
H 0.098 -0.030 0.125
H -0.034 -0.108 -0.032
C -0.106 0.005 0.004
C 0.456 -0.040 -0.175
O -0.277 -0.008 0.142
H -0.024 -0.008 0.007
H 0.026 -0.009 -0.019
H -0.019 0.032 -0.043
H 0.029 0.032 0.128
H -0.141 -0.046 -0.067
H 0.070 0.009 -0.007
C -0.070 -0.045 0.021
C -0.057 0.312 -0.079
O 0.019 -0.138 0.120
H 0.041 -0.043 -0.034
H 0.003 -0.007 0.006
H -0.053 -0.026 -0.012
H -0.001 0.010 0.054
H 0.026 -0.081 -0.003
H 0.001 0.059 -0.031
C 0.024 0.096 0.024
C -0.021 -0.047 0.169
O -0.038 0.033 -0.089
H -0.012 0.002 -0.030
H 0.008 -0.014 0.001
H -0.005 -0.048 -0.010
H 0.035 0.009 -0.017
H -0.016 -0.007 -0.078
H 0.039 0.031 0.068
C 0.042 0.003 0.048
C 0.042 -0.116 -0.042
O -0.017 0.096 0.139
H -0.022 0.013 0.033
H -0.020 0.001 -0.011
H -0.030 0.003 -0.038
H 0.008 0.013 0.001
H -0.061 0.043 0.014
H 0.010 -0.003 -0.099
C -0.091 0.001 0.026
C 0.046 -0.060 0.145
O 0.055 0.009 -0.126
H -0.003 -0.001 -0.025
H 0.013 0.008 0.004
H 0.047 0.006 -0.011
H -0.016 0.033 -0.005
H 0.009 0.013 -0.073
H -0.004 0.014 0.071
C 0.045 -0.095 -0.039
C 0.137 0.077 -0.021
O -0.133 -0.005 -0.019
H -0.034 -0.003 -0.002
H 0.001 0.009 0.014
H -0.017 0.044 0.024
H -0.002 -0.026 0.030
H -0.079 -0.009 0.019
H 0.069 0.005 0.006
C -0.032 0.059 -0.064
C -0.048 -0.139 -0.099
O 0.047 0.053 0.111
H 0.016 0.017 0.010
H -0.006 -0.010 0.010
H 0.014 -0.030 0.037
H -0.022 0.025 0.016
H 0.049 0.037 0.048
H -0.046 -0.030 -0.043
C 0.081 -0.006 0.071
C 0.016 0.129 0.006
O 0.030 -0.100 -0.057
H -0.006 -0.029 -0.017
H -0.017 0.007 0.001
H -0.044 0.011 -0.028
H -0.008 -0.020 0.031
H -0.027 -0.058 -0.026
H 0.009 0.051 0.042